(1)
Entry from OMol25: a cluster of 2 separate species, C17H22NO4 in total (the ωB97M-V functional and the def2-TZVPD basis).

Lowest unoccupied orbital energy (eV): -5.62
Maximum force (Eh/bohr): 0.183
HOMO level (eV): -11.16
HOMO-LUMO gap (hartree): 0.20351
Relative energy (zero: lowest compared OMol25 entry of this formula, charge and spin) (eV): 17.247
Charge: +1

Last columns: bonded neighbours and bond lengths (Å).
Positions of all 44 atoms, in Å:
1 O -2.644 5.219 0.302  C2 1.341
2 C -1.978 4.055 0.283  O1 1.341, O3 1.498, C4 1.647
3 O -1.083 3.725 1.438  C2 1.498, H19 1.020
4 C -2.015 2.944 -0.932  C2 1.647, C5 1.647, C18 1.673
5 C -2.515 3.412 -2.430  C4 1.647, C6 1.639, H20 1.172
6 C -2.518 2.277 -3.612  C5 1.639, N7 1.513, H21 1.182
7 N -2.066 0.854 -3.369  C6 1.513, C8 1.542, H22 1.061
8 C -1.579 0.309 -2.011  N7 1.542, C9 1.641, C18 1.640
9 C -1.137 -1.271 -1.992  C8 1.641, C10 1.640, H23 1.187, H24 1.180
10 C -0.368 -1.761 -0.629  C9 1.640, C11 1.655, H25 1.194, H26 1.170
11 C 1.282 -1.747 -0.760  C10 1.655, C12 1.643, H27 1.194, H28 1.171
12 C 1.792 -0.222 -0.423  C11 1.643, C13 1.663, C17 1.642
13 C 2.328 0.128 1.112  C12 1.663, C14 1.657, H29 1.189
14 C 2.818 1.658 1.516  C13 1.657, C15 1.647, H30 1.194
15 C 2.776 2.892 0.426  C14 1.647, C16 1.669, H31 1.171
16 C 2.249 2.544 -1.119  C15 1.669, C17 1.666, H32 1.174
17 C 1.767 1.001 -1.519  C12 1.642, C16 1.666, H33 1.179
18 C -1.559 1.346 -0.741  C4 1.673, C8 1.640, H34 1.182
19 H -0.166 3.678 0.994  O3 1.020
20 H -2.864 4.504 -2.678  C5 1.172
21 H -2.877 2.548 -4.705  C6 1.182
22 H -2.092 0.185 -4.193  N7 1.061
23 H -0.482 -1.449 -2.966  C9 1.187
24 H -2.123 -1.910 -2.106  C9 1.180
25 H -0.691 -2.897 -0.458  C10 1.194
26 H -0.679 -1.173 0.334  C10 1.170
27 H 1.695 -2.492 0.076  C11 1.194
28 H 1.559 -2.109 -1.839  C11 1.171
29 H 2.366 -0.698 1.967  C13 1.189
30 H 3.195 1.912 2.620  C14 1.194
31 H 3.119 3.978 0.697  C15 1.171
32 H 2.219 3.444 -1.873  C16 1.174
33 H 1.405 0.817 -2.626  C17 1.179
34 H -1.216 0.968 0.325  C18 1.182
35 C -0.184 -2.886 2.943  C36 1.524, O38 1.425, H39 1.094, H40 1.095
36 C 0.107 -4.354 2.657  C35 1.524, O37 1.429, H41 1.094, H42 1.094
37 O 0.844 -4.909 3.749  C36 1.429, H43 0.974
38 O 1.037 -2.181 3.147  C35 1.425, H44 0.978
39 H -0.723 -2.422 2.111  C35 1.094
40 H -0.779 -2.781 3.856  C35 1.095
41 H 0.733 -4.454 1.765  C36 1.094
42 H -0.813 -4.928 2.517  C36 1.094
43 H 0.236 -4.962 4.508  O37 0.974
44 H 1.621 -2.793 3.637  O38 0.978

---

(2)
Entry from OMol25: a cluster of 2 separate species, C17H22NO7 in total (the ωB97M-V functional and the def2-TZVPD basis).

Lowest unoccupied orbital energy (eV): 1.25
Maximum force (Eh/bohr): 0.076
HOMO level (eV): -2.66
HOMO-LUMO gap (hartree): 0.14367
Charge: -1

Last columns: bonded neighbours and bond lengths (Å).
Positions of all 47 atoms, in Å:
1 C -3.962 -2.748 -1.732  C2 1.496, H13 1.088, H14 1.088, H15 1.091
2 C -2.550 -3.186 -1.962  C1 1.496, O3 1.436, H16 1.099, H17 1.099
3 O -1.716 -2.016 -1.953  C2 1.436, C4 1.351
4 C -0.406 -2.338 -2.015  O3 1.351, C5 1.475, O12 1.223
5 C 0.388 -1.120 -1.766  C4 1.475, C6 1.460, C7 1.472
6 C -0.237 0.168 -2.048  C5 1.460, H18 1.094, H19 1.101, H20 1.100
7 C 1.844 -1.240 -1.949  C5 1.472, O8 1.223, O9 1.350
8 O 2.579 -0.268 -2.056  C7 1.223
9 O 2.300 -2.511 -1.982  C7 1.350, C10 1.442
10 C 3.735 -2.610 -1.886  O9 1.442, C11 1.502, H21 1.099, H22 1.097
11 C 4.137 -4.042 -2.090  C10 1.502, H23 1.088, H24 1.085, H25 1.087
12 O -0.029 -3.468 -2.291  C4 1.223
13 H -4.598 -3.625 -1.632  C1 1.088
14 H -4.063 -2.160 -0.821  C1 1.088
15 H -4.336 -2.147 -2.561  C1 1.091
16 H -2.217 -3.840 -1.144  C2 1.099
17 H -2.446 -3.722 -2.915  C2 1.099
18 H 0.588 0.855 -2.259  C6 1.094
19 H -0.876 0.066 -2.938  C6 1.101
20 H -0.844 0.542 -1.210  C6 1.100
21 H 4.235 -1.986 -2.640  C10 1.099
22 H 4.028 -2.293 -0.877  C10 1.097
23 H 5.179 -4.167 -1.806  C11 1.088
24 H 3.554 -4.743 -1.502  C11 1.085
25 H 4.059 -4.347 -3.131  C11 1.087
26 C 1.887 6.023 2.602  O27 1.451, H39 1.085, H40 1.100, H41 1.100
27 O 2.125 4.657 3.028  C26 1.451, C28 1.358
28 C 1.147 3.736 2.826  O27 1.358, C29 1.422, C38 1.412
29 C 1.440 2.406 3.232  C28 1.422, C30 1.368, H42 1.083
30 C 0.551 1.407 2.945  C29 1.368, C31 1.425, H43 1.092
31 C -0.640 1.649 2.202  C30 1.425, C32 1.450, C37 1.420
32 C -1.498 0.537 1.841  C31 1.450, C33 1.366, H44 1.092
33 C -2.765 0.655 1.342  C32 1.366, N34 1.391, H45 1.086
34 N -3.619 -0.440 1.287  C33 1.391, O35 1.262, O36 1.264
35 O -4.767 -0.360 0.770  N34 1.262
36 O -3.195 -1.510 1.810  N34 1.264
37 C -0.961 3.000 1.905  C31 1.420, C38 1.384, H46 1.091
38 C -0.077 4.027 2.187  C28 1.412, C37 1.384, H47 1.093
39 H 2.791 6.557 2.877  C26 1.085
40 H 1.727 6.078 1.516  C26 1.100
41 H 1.017 6.452 3.120  C26 1.100
42 H 2.377 2.217 3.742  C29 1.083
43 H 0.717 0.394 3.321  C30 1.092
44 H -1.159 -0.454 2.150  C32 1.092
45 H -3.199 1.616 1.082  C33 1.086
46 H -1.937 3.244 1.483  C37 1.091
47 H -0.308 5.055 1.897  C38 1.093

---

(3)
Entry from OMol25: a cluster of 3 separate species, C17H23Br3F3N3O9PS in total (the ωB97M-V functional and the def2-TZVPD basis).

Lowest unoccupied orbital energy (eV): -3.90
Maximum force (Eh/bohr): 0.092
HOMO level (eV): -12.60
HOMO-LUMO gap (hartree): 0.31981
Charge: +1

Last columns: bonded neighbours and bond lengths (Å).
Positions of all 60 atoms, in Å:
1 C -3.745 -1.156 1.529  C2 1.578, H26 1.122, H27 1.128, H28 1.131
2 C -4.481 -1.327 0.144  C1 1.578, O3 1.192, O4 1.439
3 O -5.546 -1.861 0.106  C2 1.192
4 O -3.913 -0.848 -1.089  C2 1.439, C5 1.445
5 C -2.767 -1.676 -1.387  O4 1.445, N6 1.477, H29 1.125, H30 1.126
6 N -1.490 -1.032 -1.014  C5 1.477, C7 1.432, C16 1.379
7 C -1.232 0.322 -0.626  N6 1.432, N8 1.443, C11 1.448
8 N -2.210 1.378 -0.533  C7 1.443, C9 1.253
9 C -2.213 2.068 -1.579  N8 1.253, S10 1.602
10 S -2.456 2.634 -3.057  C9 1.602
11 C 0.177 0.534 -0.370  C7 1.448, N12 1.426, H31 1.117
12 N 0.699 -0.767 -0.633  C11 1.426, P13 1.771, C16 1.385
13 P 2.455 -0.923 -0.464  N12 1.771, O14 1.673, Br15 2.286
14 O 3.084 -1.922 -1.651  P13 1.673, H32 0.982
15 Br 2.690 -2.087 1.490  P13 2.286
16 C -0.273 -1.679 -1.007  N6 1.379, N12 1.385, C17 1.548
17 C 0.263 -3.091 -1.344  C16 1.548, C18 1.568, H33 1.134, H34 1.130
18 C -0.756 -4.277 -1.467  C17 1.568, C19 1.585, H35 1.117, H36 1.134
19 C -0.948 -5.086 -0.118  C18 1.585, F20 1.409, Br21 1.959, C22 1.617
20 F 0.306 -5.515 0.359  C19 1.409
21 Br -1.823 -4.056 1.301  C19 1.959
22 C -1.773 -6.446 -0.409  C19 1.617, F23 1.378, F24 1.384, Br25 1.989
23 F -2.544 -6.351 -1.547  C22 1.378
24 F -2.552 -6.798 0.679  C22 1.384
25 Br -0.471 -7.914 -0.735  C22 1.989
26 H -4.158 -0.298 2.122  C1 1.122
27 H -3.892 -2.134 2.072  C1 1.128
28 H -2.626 -1.049 1.405  C1 1.131
29 H -2.929 -2.640 -0.830  C5 1.125
30 H -2.848 -1.921 -2.483  C5 1.126
31 H 0.716 1.470 -0.083  C11 1.117
32 H 4.036 -2.083 -1.470  O14 0.982
33 H 1.001 -3.378 -0.532  C17 1.134
34 H 0.892 -3.006 -2.279  C17 1.130
35 H -1.743 -4.039 -1.932  C18 1.117
36 H -0.277 -5.033 -2.164  C18 1.134
37 C 3.458 -0.685 4.545  O38 1.423, H43 1.089, H44 1.092, H45 1.090
38 O 4.395 -0.763 5.613  C37 1.423, C39 1.341
39 C 5.676 -0.709 5.219  O38 1.341, O40 1.205, O41 1.335
40 O 6.061 -0.606 4.082  C39 1.205
41 O 6.446 -0.791 6.306  C39 1.335, C42 1.429
42 C 7.848 -0.746 6.037  O41 1.429, H46 1.091, H47 1.091, H48 1.089
43 H 2.458 -0.737 4.974  C37 1.089
44 H 3.557 0.264 4.013  C37 1.092
45 H 3.584 -1.524 3.860  C37 1.090
46 H 8.120 0.199 5.566  C42 1.091
47 H 8.147 -1.589 5.412  C42 1.091
48 H 8.369 -0.820 6.991  C42 1.089
49 C -3.033 6.057 -2.088  O50 1.424, H55 1.089, H56 1.092, H57 1.091
50 O -3.211 7.041 -3.101  C49 1.424, C51 1.341
51 C -2.065 7.541 -3.585  O50 1.341, O52 1.205, O53 1.336
52 O -0.955 7.227 -3.237  C51 1.205
53 O -2.370 8.446 -4.519  C51 1.336, C54 1.428
54 C -1.237 9.067 -5.128  O53 1.428, H58 1.091, H59 1.091, H60 1.089
55 H -4.021 5.724 -1.772  C49 1.089
56 H -2.485 5.197 -2.478  C49 1.092
57 H -2.519 6.481 -1.224  C49 1.091
58 H -0.620 8.326 -5.638  C54 1.091
59 H -0.651 9.610 -4.385  C54 1.091
60 H -1.607 9.777 -5.865  C54 1.089